{
  "formula": "C5H11N3",
  "method": "ωB97M-V with the def2-TZVPD basis set",
  "elements": ["N", "C", "C", "N", "C", "C", "C", "N", "H", "H", "H", "H", "H", "H", "H", "H", "H", "H", "H"],
  "xyz": [[1.93222, -2.06643, 0.10344], [1.13607, -1.07373, -0.08754], [0.91544, -0.33215, -1.36425], [-0.07344, 0.76413, -1.05763], [-0.54865, 0.53728, 0.31624], [-1.01352, 1.59586, 1.25156], [-2.01513, 0.65692, 0.59414], [0.30915, -0.54223, 0.79976], [2.42963, -2.46902, -0.70202], [1.90935, -2.35552, 1.06124], [1.77004, 0.09191, -1.68124], [0.43878, -0.81115, -2.15472], [0.53087, 1.60025, -1.13220], [-0.89641, 0.67955, -1.63460], [-1.04505, 2.45943, 0.67727], [-0.89373, 1.44563, 2.29200], [-2.31839, -0.12522, 1.27052], [-2.74288, 1.05208, -0.13739], [0.17564, -1.10757, 1.58542]],
  "forces_ev_per_angstrom": [[-0.20, 0.52, -0.77], [-2.06, 1.42, -0.88], [-1.99, -0.37, 1.00], [2.00, 0.16, 1.29], [-0.41, -0.74, 1.46], [-0.72, -1.53, -1.93], [0.32, -0.60, 0.51], [0.79, -0.33, -1.65], [0.06, -0.19, 1.07], [0.99, -1.31, 0.27], [3.07, 1.44, -1.35], [-0.19, -1.90, -1.28], [-1.31, 0.42, -0.29], [-0.06, 0.72, -0.87], [0.21, 2.45, 0.37], [0.53, 0.60, 0.78], [-0.72, -0.13, -0.16], [0.56, -0.43, 0.38], [-0.89, -0.20, 2.05]],
  "energy_ha": -360.6842,
  "gap_ev": 11.17,
  "smiles": "[NH2+]=C1C[NH2+]C2(CC2)N1",
  "charge": 2,
  "multiplicity": 1,
  "homo_ev": -19.12,
  "largest_force_ev_per_a": 3.65
}

=====

{
  "formula": "C5H11N3",
  "method": "ωB97M-V with the def2-TZVPD basis set",
  "elements": ["N", "C", "C", "C", "C", "N", "C", "N", "H", "H", "H", "H", "H", "H", "H", "H", "H", "H", "H"],
  "xyz": [[-2.82586, 1.07521, 0.17005], [-1.69475, 0.11822, 0.43604], [-0.52424, 0.26155, -0.59776], [0.73870, -0.28369, -0.17058], [1.47429, -0.18255, 0.98880], [2.72959, -0.71472, 0.70501], [2.76681, -1.19301, -0.53574], [1.53116, -1.02735, -1.05675], [-3.17993, 1.40998, 1.09467], [-2.48281, 1.93247, -0.27534], [-3.60330, 0.76076, -0.43295], [-2.14194, -0.88804, 0.41775], [-1.31033, 0.19822, 1.46613], [-0.80165, -0.00433, -1.66863], [-0.43943, 1.48341, -0.63894], [1.23232, 0.26357, 1.92587], [3.61030, -0.48843, 1.18744], [3.58337, -1.78910, -0.97576], [1.33771, -0.93218, -2.03931]],
  "forces_ev_per_angstrom": [[0.19, 1.16, 0.96], [0.43, -1.99, -0.57], [-2.68, 4.07, -0.77], [2.21, -1.43, 1.03], [0.08, 0.07, -1.51], [0.44, 0.31, -0.24], [-0.82, -0.64, -0.03], [0.54, 1.43, 0.56], [-0.28, -0.43, -0.83], [0.12, 0.03, -0.07], [0.30, -0.35, 0.47], [0.17, 0.29, -0.17], [-0.35, 0.64, -0.46], [0.22, -0.03, 1.48], [0.33, -2.72, -0.17], [0.10, 0.21, 0.36], [-0.72, -0.59, 0.29], [-0.44, 0.76, 0.14], [0.15, -0.80, -0.47]],
  "energy_ha": -360.7726,
  "gap_ev": 10.90,
  "smiles": "[NH3+]CCc1c[nH]c[nH+]1",
  "charge": 2,
  "multiplicity": 1,
  "homo_ev": -17.69,
  "largest_force_ev_per_a": 4.93
}

=====

{
  "formula": "C5H11N3",
  "method": "ωB97M-V with the def2-TZVPD basis set",
  "elements": ["C", "C", "N", "C", "N", "N", "C", "C", "H", "H", "H", "H", "H", "H", "H", "H", "H", "H", "H"],
  "xyz": [[1.69653, -0.70111, -0.61402], [0.65177, -0.39958, 0.29454], [0.76841, -0.79656, 1.65627], [-0.45098, -0.57123, 2.29815], [-1.23796, 0.09552, 1.59558], [-0.66885, 0.20017, 0.29067], [-1.57124, -0.46700, -0.72095], [-0.36243, 1.63750, 0.04871], [1.64179, -0.16489, -1.53529], [1.91150, -1.77905, -0.74311], [2.65376, -0.51812, -0.27495], [1.56644, -1.11955, 2.20485], [-0.81547, -0.78818, 3.36919], [-1.46806, -0.13644, -1.68272], [-1.52153, -1.44944, -0.74309], [-2.52718, -0.10511, -0.56204], [-1.07188, 2.24967, 0.67561], [0.59803, 1.83425, 0.15008], [-0.51563, 1.99403, -1.05219]],
  "forces_ev_per_angstrom": [[-0.87, -0.37, -2.05], [0.65, -2.61, 7.22], [-0.74, 0.67, -3.19], [-0.28, 0.24, 2.53], [-1.80, -0.03, -0.95], [1.26, -0.61, -1.76], [-0.33, 3.47, 0.82], [-5.59, 2.55, -2.85], [-0.35, -0.01, -0.94], [-1.06, -0.11, -0.28], [2.18, 1.20, 1.64], [0.34, -0.23, -0.69], [1.37, 0.01, -1.58], [1.60, 1.24, -2.50], [0.40, -4.78, 0.73], [-2.10, 0.38, 1.21], [1.04, -0.67, -0.51], [4.54, 0.92, 1.45], [-0.25, -1.25, 1.71]],
  "energy_ha": -360.5631,
  "gap_ev": 10.05,
  "smiles": "CC1=[NH+]C=N[N+]1(C)C",
  "charge": 2,
  "multiplicity": 1,
  "homo_ev": -21.06,
  "largest_force_ev_per_a": 7.70
}

=====

{
  "formula": "C5H11N3",
  "method": "ωB97M-V with the def2-TZVPD basis set",
  "elements": ["C", "C", "C", "C", "C", "N", "N", "N", "H", "H", "H", "H", "H", "H", "H", "H", "H", "H", "H"],
  "xyz": [[1.17702, -0.37081, -0.27977], [-3.30152, 0.07994, 0.00497], [-4.58297, -0.31079, -0.23193], [3.08513, 1.08742, 0.51162], [2.21839, -0.13077, 0.69773], [0.07790, 0.00117, -0.68254], [2.40348, -1.08254, -0.40261], [-2.38701, 0.63303, 0.40438], [-4.98702, -0.17349, -1.21937], [-4.74146, -1.32549, 0.08024], [-5.20287, 0.23554, 0.45416], [2.56438, 2.10831, 0.44899], [3.74287, 0.92390, -0.36169], [3.75768, 1.13649, 1.30272], [2.30597, -0.58871, 1.67872], [2.22136, -2.11057, -0.20849], [3.18420, -0.73882, -1.00047], [-1.42331, 0.61006, 0.47493], [-0.11221, 0.01613, -1.67159]],
  "forces_ev_per_angstrom": [[-0.38, 2.02, 1.92], [0.74, 1.52, 0.70], [-2.52, -1.25, -0.43], [-0.86, 1.54, -1.49], [-0.63, 0.14, 2.00], [0.34, 0.79, -0.37], [1.26, -2.44, -2.18], [-1.45, -0.60, -0.36], [0.21, 0.14, -0.61], [0.09, -0.87, -0.01], [-0.40, 0.71, 0.50], [0.53, -1.74, -0.09], [-0.42, 0.49, 0.02], [1.09, 0.18, 1.62], [-0.49, -0.03, -0.03], [1.06, 1.21, -0.51], [-0.64, -1.20, -0.28], [2.82, 0.47, 0.22], [-0.36, -1.06, -0.62]],
  "energy_ha": -360.6175,
  "gap_ev": 11.37,
  "charge": 2,
  "multiplicity": 1,
  "homo_ev": -19.15,
  "largest_force_ev_per_a": 3.51
}

=====

{
  "formula": "C5H11N3",
  "method": "ωB97M-V with the def2-TZVPD basis set",
  "elements": ["C", "N", "C", "C", "N", "C", "N", "C", "H", "H", "H", "H", "H", "H", "H", "H", "H", "H", "H"],
  "xyz": [[0.08175, 1.81254, -0.38407], [-0.50756, 0.76426, 0.01462], [-1.91372, 0.61354, 0.36084], [-2.28491, -0.80654, -0.09643], [-0.91262, -1.42883, -0.07759], [0.13489, -0.59907, 0.04644], [1.37806, -1.01328, 0.21868], [2.70342, -0.35191, 0.16792], [-0.40425, 2.83041, -0.48879], [1.17040, 1.67920, -0.60684], [-2.39801, 1.46940, 0.00078], [-2.01817, 0.51675, 1.46496], [-2.81955, -1.19031, 0.69916], [-2.93157, -0.91665, -1.01916], [-0.64738, -2.44220, -0.14527], [1.42969, -1.98313, 0.30384], [2.81966, 0.27313, 1.08349], [2.83870, 0.21374, -0.80380], [3.44631, -1.11598, 0.27451]],
  "forces_ev_per_angstrom": [[1.62, 1.21, -0.38], [1.59, -1.35, 0.15], [0.21, -1.47, 1.42], [0.73, 0.63, -1.71], [1.39, -0.30, -0.32], [-1.91, -0.47, -0.01], [-1.12, 2.49, -0.59], [-0.34, 1.79, 0.12], [0.35, -1.41, 0.20], [-1.06, 0.57, 0.05], [-1.21, 0.86, -0.62], [0.44, 0.82, -0.56], [-1.21, -1.27, 1.41], [1.45, 0.04, 0.62], [-1.20, 1.13, 0.01], [0.14, -1.99, 0.14], [-0.10, -0.08, -0.87], [-0.04, -0.69, 1.23], [0.29, -0.50, -0.29]],
  "energy_ha": -360.6794,
  "gap_ev": 9.50,
  "smiles": "C=[N+]1CCN/C1=[NH+]/C",
  "charge": 2,
  "multiplicity": 1,
  "homo_ev": -19.35,
  "largest_force_ev_per_a": 2.80
}

=====

{
  "formula": "C5H11N3",
  "method": "ωB97M-V with the def2-TZVPD basis set",
  "elements": ["C", "C", "C", "C", "C", "N", "N", "N", "H", "H", "H", "H", "H", "H", "H", "H", "H", "H", "H"],
  "xyz": [[1.84669, -0.03716, 0.62379], [1.50882, -1.22904, 0.16740], [1.29959, 1.16417, -0.00787], [-1.36069, -1.19407, -0.12643], [-1.40391, 0.96717, 0.31071], [-1.49955, -0.18826, 0.93189], [-0.05301, -0.72423, -0.86340], [0.06351, 0.70937, -0.67853], [2.72521, -0.07103, 1.24916], [1.69960, -2.22789, 0.45926], [1.05817, 1.94058, 0.59484], [1.92575, 1.58232, -0.76502], [-1.28512, -2.23513, 0.33418], [-2.07985, -1.04331, -1.00073], [-2.16640, 1.03518, -0.54038], [-1.25352, 1.99064, 0.81846], [-0.99642, -0.47695, 1.73523], [0.16028, -1.22134, -1.80721], [-0.18912, 1.25902, -1.43531]],
  "forces_ev_per_angstrom": [[0.88, -1.92, -0.96], [-2.41, 3.43, -0.23], [0.22, -1.96, -1.73], [-0.75, 0.15, 0.02], [-0.48, 3.59, -1.26], [-0.77, -3.20, -1.70], [3.76, -1.92, 1.24], [-1.29, -1.86, 1.44], [0.23, 0.49, 0.41], [-0.29, -1.19, -0.40], [-0.79, 2.28, 2.29], [0.97, 0.06, -0.50], [0.02, 1.33, -1.18], [0.21, -0.67, 1.76], [1.11, 0.17, 1.15], [-0.12, -1.93, -0.45], [0.40, 0.47, 1.24], [-0.71, 1.79, 1.45], [-0.18, 0.90, -2.58]],
  "energy_ha": -360.5537,
  "gap_ev": 11.07,
  "charge": 2,
  "multiplicity": 1,
  "homo_ev": -19.82,
  "largest_force_ev_per_a": 4.40
}